62
Properties=species:S:1:pos:R:3:nbo_charge:R:1 method="wB97M-V/def2-TZVPD" gap_ev=8.39 homo_ev=-1.6 e_above_lowest_kcal_mol=0.0 multiplicity=1 total_charge=-3
P -23.907 -2.296 4.244 2.7128
O -24.788 -1.258 3.716 -1.2018
O -23.633 -2.013 5.748 -1.2135
O -22.613 -2.216 3.474 -1.1939
O -24.469 -3.675 4.098 -1.2343
O -24.143 -6.061 4.720 -1.0273
H -24.276 -5.103 4.517 0.4991
H -24.740 -6.486 4.110 0.4752
O -20.414 -1.527 4.309 -1.0458
H -21.321 -1.841 4.000 0.4811
H -20.566 -1.177 5.187 0.4939
O -21.791 -3.699 6.325 -1.0132
H -21.364 -4.002 5.540 0.4975
H -22.384 -2.956 6.008 0.4925
O -22.196 -2.487 1.174 -1.0308
H -22.327 -2.398 2.184 0.4853
H -23.061 -2.764 0.855 0.4652
O -25.012 -0.058 6.455 -0.9833
H -24.999 0.418 5.652 0.4806
H -24.504 -0.842 6.275 0.4821
O -27.127 -0.817 4.107 -1.0562
H -26.172 -0.977 3.902 0.4815
H -27.198 -1.142 5.043 0.4879
O -24.679 1.191 3.727 -1.0114
H -25.621 1.349 3.680 0.4676
H -24.747 0.198 3.647 0.4900
O -24.347 -4.656 1.803 -0.9963
H -24.384 -4.246 2.652 0.4867
H -24.274 -5.602 1.835 0.4644
O -27.044 -1.695 6.741 -1.0243
H -26.930 -2.652 6.538 0.4889
H -26.175 -1.288 6.620 0.4885
O -21.945 -0.365 6.321 -1.0013
H -22.666 -0.981 6.033 0.4822
H -22.317 0.458 6.136 0.4590
O -26.495 -6.472 3.160 -0.9878
H -26.580 -5.504 3.064 0.5209
H -26.807 -6.676 4.035 0.4686
O -23.484 -5.348 7.304 -1.0384
H -22.696 -4.832 7.089 0.4911
H -23.924 -5.432 6.436 0.4944
O -26.812 -3.486 3.244 -1.0321
H -25.884 -3.638 3.449 0.4772
H -27.016 -2.644 3.603 0.4926
O -24.875 -1.018 1.237 -1.0001
H -24.748 -1.084 2.236 0.4885
H -24.810 -1.926 0.880 0.4500
O -19.555 -1.986 1.649 -1.0293
H -20.480 -2.248 1.497 0.5023
H -19.463 -1.728 2.592 0.4985
O -24.002 -2.551 8.066 -1.0283
H -23.779 -3.460 8.165 0.4805
H -23.759 -2.257 7.122 0.4895
O -25.873 -3.928 6.339 -0.9883
H -25.411 -3.403 6.974 0.4966
H -25.462 -3.827 5.504 0.4875
O -21.573 -4.496 3.652 -0.9958
H -22.157 -5.189 3.837 0.4672
H -22.091 -3.665 3.550 0.4875
O -22.055 0.390 2.858 -0.9648
H -22.970 0.550 3.037 0.4628
H -22.054 -0.565 3.003 0.4804

=====

62
Properties=species:S:1:pos:R:3:nbo_charge:R:1 method="wB97M-V/def2-TZVPD" gap_ev=9.42 homo_ev=-4.8 multiplicity=1 total_charge=-2
S 0.210 -0.222 -0.516 2.7598
O 0.928 -0.454 0.721 -1.0815
O 0.619 1.112 -0.928 -1.0782
O 0.577 -1.242 -1.435 -1.0375
O -1.241 -0.019 -0.253 -1.0750
O 2.045 -1.148 4.093 -1.0048
H 2.018 -1.578 3.251 0.4873
H 1.360 -0.447 4.011 0.4672
O 0.952 -3.749 -0.804 -0.9939
H 1.842 -3.961 -1.063 0.4525
H 0.762 -2.791 -1.092 0.5027
O -1.838 -2.745 0.510 -0.9504
H -2.511 -2.245 0.071 0.4960
H -2.068 -3.599 0.307 0.4634
O -2.622 -0.136 1.777 -0.9893
H -2.124 0.000 0.962 0.4883
H -2.082 -0.074 2.553 0.4821
O 2.814 0.799 1.716 -0.9803
H 2.542 1.433 2.351 0.4637
H 1.994 0.399 1.395 0.4778
O 3.904 -0.978 -0.302 -0.9470
H 3.364 -1.625 -0.702 0.4543
H 3.366 -0.556 0.369 0.4879
O 0.473 3.133 0.582 -1.0092
H 0.492 2.440 -0.106 0.4909
H -0.194 2.942 1.275 0.4953
O 0.650 2.406 -2.968 -1.0112
H 1.520 2.205 -3.426 0.4724
H 0.745 1.848 -2.134 0.4811
O 2.208 -0.403 -3.382 -0.9571
H 3.086 -0.384 -3.063 0.4641
H 1.748 -0.783 -2.664 0.4779
O -3.376 -1.036 -1.047 -1.0053
H -3.322 -1.065 -1.996 0.4782
H -2.528 -0.560 -0.756 0.4946
O -0.494 -2.427 2.738 -0.9905
H -1.109 -2.327 2.019 0.4950
H -0.060 -1.618 2.907 0.4657
O -1.706 3.769 -0.722 -0.9889
H -2.177 2.948 -0.498 0.4628
H -0.828 3.498 -0.384 0.4769
O 2.308 -2.303 1.662 -0.9932
H 1.799 -1.619 1.209 0.4825
H 1.742 -3.112 1.559 0.4936
O 3.068 1.936 -0.912 -0.9899
H 3.473 1.937 -0.010 0.4870
H 2.147 1.797 -0.887 0.4756
O -1.830 0.864 -2.844 -0.9949
H -1.017 1.270 -3.017 0.4988
H -1.812 0.894 -1.877 0.4735
O -1.683 2.342 2.019 -0.9569
H -2.211 1.582 1.896 0.4933
H -1.745 2.379 2.971 0.4532
O -4.023 1.647 -0.708 -0.9778
H -3.839 0.740 -0.912 0.4871
H -4.014 2.177 -1.494 0.4742
O -0.891 -1.937 -3.654 -0.9721
H -1.726 -1.465 -3.735 0.4621
H -0.485 -1.584 -2.839 0.4915
O 0.083 0.341 2.968 -0.9998
H 0.321 1.246 3.149 0.4756
H 0.395 0.110 2.089 0.4986

=====

58
Properties=species:S:1:pos:R:3:nbo_charge:R:1 method="wB97M-V/def2-TZVPD" gap_ev=10.54 homo_ev=-13.3 e_above_lowest_kcal_mol=63.2 multiplicity=1 total_charge=+1
O 1.964 -2.463 2.026 -0.9689
H -2.233 0.371 4.146 0.4819
H 2.019 -3.418 2.148 0.4777
O -0.430 1.913 2.243 -0.9433
H -1.189 2.437 2.532 0.4874
H 0.214 2.579 1.937 0.4583
O -1.147 -1.768 -3.790 -0.8039
H -3.171 -0.556 -1.970 0.5400
H -1.897 -1.181 -3.112 0.5232
O 1.403 0.601 4.126 -0.9157
H 2.324 0.739 3.881 0.4522
H -1.799 -2.805 -0.859 0.5008
O -1.785 2.912 -2.863 -0.9633
H -2.519 3.567 -2.803 0.4635
H -1.450 3.239 -1.992 0.4963
O -0.059 2.686 -0.776 -0.9681
H 0.023 3.259 -0.012 0.4888
H 0.815 2.447 -1.084 0.4950
O -0.597 -3.044 1.443 -0.9378
H -3.387 0.054 3.576 0.4642
H -0.855 -3.726 2.081 0.4742
O -2.903 0.898 3.658 -0.9463
H -0.430 -2.343 2.085 0.4663
O 2.269 3.081 0.163 -1.0068
H 2.775 3.691 -0.392 0.5008
H 2.849 2.453 0.643 0.5136
O 4.061 0.801 1.991 -0.9552
H 3.834 0.679 2.912 0.4681
H 2.988 1.214 -1.513 0.4926
O 0.532 0.152 -0.311 -0.9874
H -1.569 -1.430 -4.608 0.5080
H -0.027 0.055 -1.085 0.4724
O -2.171 -3.224 -1.644 -0.9979
H -1.950 -4.154 -1.689 0.4807
H 0.503 1.038 0.047 0.5105
O -2.669 -0.223 -2.728 -0.9186
H 3.835 0.009 1.491 0.4924
H 1.331 -2.429 1.298 0.4875
O -2.867 1.671 -0.889 -0.9772
H -3.674 1.660 -1.405 0.4822
H 1.230 -0.085 3.458 0.4666
O -1.799 -1.430 0.199 -0.9698
H -0.964 -1.111 -0.122 0.4802
H -0.368 -1.150 -3.766 0.5348
O -0.677 -1.480 4.750 -0.9457
H 1.764 0.454 -3.053 0.5210
H 0.034 -0.825 4.726 0.4867
O 1.047 -0.141 -3.505 -1.0476
H -0.293 -2.186 4.216 0.4577
H 1.078 0.195 -4.412 0.4843
O 3.074 0.810 -2.383 -0.9412
H 3.714 0.091 -2.294 0.5228
H -2.218 -0.728 0.705 0.4986
O 2.684 -1.874 -1.648 -0.9675
H 1.992 -1.210 -1.641 0.4833
H 2.466 -2.595 -2.242 0.4843
H -2.238 0.661 -2.539 0.5623
H -2.952 2.160 -0.065 0.5012

=====

7
Properties=species:S:1:pos:R:3:nbo_charge:R:1 method="wB97M-V/def2-TZVPD" gap_ev="6.72 / 4.72" homo_ev="-8.4 / -7.5" e_above_lowest_kcal_mol=65.3 multiplicity=1
N 0.068 -0.495 -0.564 -0.9470
P -0.299 -1.466 0.746 0.8800
S 0.242 0.784 1.104 0.0910
I -1.604 2.209 -1.543 -0.4383
H 0.959 -0.605 -1.032 0.3872
H 1.007 -1.892 1.025 -0.0908
H -0.373 1.465 0.264 0.1179

=====

Computed calculated total energy (Ha) in order:
-2094.843171 -2151.628139 -1452.637454 -1093.633356